No. 1
Density functional theory data (ωB97M-V/def2-TZVPD) for a molecular structure, C27H30IN6O3Ru.

Values from the calculation:
frontier orbital gap (spin up / spin down)	1.65 / 7.49	eV
charge	-2
electronic energy	-54246.2042	eV
relative energy (zero: lowest compared OMol25 entry of this formula, charge and spin)	2.005	eV
multiplicity	6

Each line ends with the Löwdin charge.
Geometry (Å):
I (-0.782, 0.233, -2.893)  0.29
Ru (-0.176, 0.001, -0.302)  0.87
O (-0.809, -2.694, 2.205)  0.06
O (2.573, 0.610, -1.407)  0.04
O (-2.039, 1.706, 2.288)  0.01
N (-1.770, 0.082, 3.909)  0.11
N (-0.185, 3.004, 0.442)  -0.13
N (0.335, -2.848, -0.738)  -0.12
N (-0.970, -0.371, 1.850)  0.08
N (-1.979, 2.332, -0.552)  -0.16
N (1.768, -2.142, 0.717)  -0.10
C (2.547, -1.349, 1.653)  -0.03
C (-3.045, 1.446, -0.992)  -0.16
C (-4.057, -3.625, 6.277)  -0.12
C (1.492, 0.424, -0.983)  -0.47
C (-0.714, 1.953, -0.254)  -0.35
C (1.959, 0.118, 5.851)  -0.22
C (2.681, -1.062, 6.006)  -0.24
C (-0.941, -1.545, 2.585)  -0.43
C (-2.853, -3.274, 6.884)  -0.12
C (1.006, -3.955, -0.262)  -0.07
C (1.895, -3.517, 0.640)  -0.07
C (-1.184, -1.198, 4.092)  -0.30
C (2.175, -2.273, 5.530)  -0.17
C (-1.094, 4.043, 0.478)  -0.08
C (0.197, -1.106, 4.752)  -0.18
C (-1.615, 0.603, 2.630)  -0.53
C (-0.798, -2.904, -1.637)  -0.12
C (0.849, -1.719, -0.194)  -0.31
C (0.999, 3.005, 1.273)  -0.06
C (-3.361, -2.454, 4.272)  -0.03
C (-2.200, 3.647, -0.189)  -0.06
C (0.929, -2.287, 4.898)  -0.07
C (-2.149, -2.113, 4.868)  -0.12
C (0.709, 0.100, 5.231)  -0.07
C (-4.313, -3.202, 4.970)  -0.10
C (-1.912, -2.508, 6.193)  -0.05
C (0.327, 0.077, -4.848)  -0.52
H (-5.257, -3.453, 4.488)  0.09
H (0.758, -4.949, -0.582)  0.11
H (3.648, -1.042, 6.497)  0.05
H (2.186, -0.313, 1.704)  0.07
H (0.506, -3.224, 4.532)  0.12
H (1.290, -0.425, -4.805)  -0.03
H (2.598, -4.068, 1.242)  0.11
H (3.605, -1.357, 1.342)  0.08
H (-1.255, -3.892, -1.536)  0.09
H (-0.995, -2.224, 6.700)  0.10
H (-1.523, -2.123, -1.368)  0.01
H (0.748, 2.985, 2.350)  0.09
H (-4.799, -4.212, 6.821)  0.09
H (-2.642, -3.587, 7.904)  0.08
H (-3.572, -2.130, 3.253)  0.12
H (-0.470, -2.758, -2.674)  0.06
H (1.652, 2.165, 1.025)  0.06
H (1.530, 3.942, 1.071)  0.08
H (-3.962, 1.724, -0.458)  0.09
H (-3.138, 4.151, -0.384)  0.12
H (-0.901, 4.975, 0.972)  0.11
H (0.128, 1.017, 5.141)  0.09
H (-2.318, 0.581, 4.614)  0.16
H (-2.795, 0.399, -0.763)  0.02
H (2.353, 1.069, 6.210)  0.05
H (-3.198, 1.570, -2.071)  0.04
H (2.486, -1.810, 2.651)  0.08
H (-0.418, -0.496, -5.414)  -0.06
H (0.403, 1.096, -5.229)  -0.04
H (2.732, -3.204, 5.652)  0.06

Cartesian forces (eV/Å) of the 2 atoms listed first:
-0.65 -0.36 -0.25
1.38 0.65 0.05


No. 2
Density functional theory data (ωB97M-V/def2-TZVPD) for a molecular structure, C46H76F3GaNO29.

Values from the calculation:
frontier orbital gap	5.34	eV
charge	-1
electronic energy	-170333.2372	eV

Each line ends with the Löwdin charge.
Geometry (Å):
Ga (2.815, -3.293, 1.652)  0.38
F (6.456, -0.932, 3.215)  0.07
F (6.036, -2.247, 5.065)  0.07
F (7.707, -2.731, 3.649)  0.08
O (-3.843, 6.334, -1.815)  0.06
O (-2.267, -3.001, 3.996)  0.09
O (3.699, 1.548, -0.746)  0.04
O (-3.089, 5.036, 2.752)  0.07
O (5.504, -3.037, 2.970)  -0.08
O (4.551, 2.774, -6.259)  0.17
O (6.922, 1.701, -0.444)  0.06
O (-2.124, 4.891, -1.837)  0.09
O (3.430, -3.120, -0.137)  -0.29
O (-1.244, 1.083, -3.955)  0.14
O (-5.833, 0.988, 3.432)  0.07
O (-2.492, -3.428, 1.802)  0.07
O (-5.377, 0.445, -3.631)  0.16
O (1.456, 1.634, -0.876)  0.09
O (8.028, 1.916, -2.405)  0.15
O (9.132, 2.107, -0.438)  0.08
O (2.963, 2.318, -7.804)  0.09
O (-0.717, -4.258, 2.924)  0.15
O (-6.336, 0.990, -1.650)  0.05
O (-7.394, 1.449, 4.979)  0.10
O (-1.719, 7.117, -1.827)  0.14
O (2.431, 0.311, 0.665)  0.15
O (-5.854, -1.157, -2.104)  0.10
O (2.462, 3.612, -6.036)  0.05
O (-4.731, 4.641, 1.247)  0.13
O (-6.702, -0.688, 4.677)  0.12
O (0.262, -0.275, -4.960)  0.05
O (-1.539, -1.159, -3.952)  0.10
O (-4.237, 6.756, 1.879)  0.09
N (1.205, -2.162, 1.776)  -0.08
C (-7.000, -2.302, -0.299)  -0.02
C (9.684, 1.748, 1.895)  -0.02
C (0.476, -1.683, -4.879)  -0.10
C (-3.462, 7.275, 2.960)  -0.34
C (-7.934, 3.753, 4.448)  -0.02
C (-0.920, -2.207, -4.698)  -0.34
C (-4.385, 5.042, -2.086)  -0.10
C (2.219, -5.254, 1.982)  -0.24
C (-2.922, 8.649, 2.630)  -0.02
C (4.213, -8.775, 1.755)  -0.23
C (3.784, -10.244, 2.216)  -0.26
C (3.290, -7.592, 2.299)  -0.25
C (8.025, 1.909, -1.211)  -0.54
C (-6.855, 2.697, 4.540)  -0.33
C (1.003, 2.624, -9.198)  -0.02
C (-6.976, 0.197, -0.654)  -0.10
C (2.927, -10.313, 3.561)  -0.15
C (-3.717, -2.858, 2.242)  -0.11
C (1.960, 2.683, -1.694)  -0.34
C (2.522, 1.089, -0.230)  -0.53
C (-5.813, 0.123, -2.563)  -0.54
C (4.113, -2.580, 3.093)  -0.19
C (3.259, -6.314, 1.319)  -0.27
C (-3.309, 4.132, -1.577)  -0.33
C (1.546, 2.484, -7.792)  -0.34
C (4.818, -2.753, -0.222)  -0.36
C (-0.877, -0.013, -4.261)  -0.53
C (-4.430, -2.018, 4.510)  -0.03
C (-0.983, -3.519, -3.947)  -0.02
C (-6.202, -1.088, -0.721)  -0.34
C (-1.726, -3.624, 2.911)  -0.54
C (7.383, 1.503, 0.891)  -0.11
C (3.434, 2.890, -6.660)  -0.54
C (3.371, 2.233, -1.955)  -0.09
C (1.379, 3.718, -6.955)  -0.10
C (-3.264, 2.793, -2.278)  -0.01
C (4.947, -1.200, 0.115)  -0.09
C (8.671, 2.274, 0.902)  -0.35
C (-6.253, 2.333, 3.214)  -0.10
C (-2.397, 6.229, 3.115)  -0.10
C (1.122, 2.833, -2.941)  -0.01
C (6.383, -2.252, 3.696)  -0.54
C (-3.310, -2.154, 3.504)  -0.33
C (-4.082, 5.405, 1.899)  -0.53
C (-2.489, 6.200, -1.826)  -0.55
C (-6.649, 0.473, 4.391)  -0.52
H (3.079, -9.447, 4.269)  0.07
H (-2.977, 2.906, -3.326)  0.09
H (-4.093, -1.436, 5.372)  0.09
H (1.833, -10.490, 3.289)  0.07
H (-4.557, 4.956, -3.164)  0.14
H (-7.566, 4.654, 3.951)  0.09
H (4.269, -5.790, 1.329)  0.09
H (6.659, 1.891, 1.609)  0.15
H (3.271, -11.250, 4.125)  0.06
H (-2.875, -1.171, 3.291)  0.16
H (-4.228, 2.285, -2.228)  0.07
H (-0.047, 2.922, -9.189)  0.09
H (5.296, -8.528, 1.981)  0.10
H (10.569, 2.390, 1.907)  0.08
H (-8.806, 3.379, 3.906)  0.09
H (-8.031, 0.085, -0.923)  0.14
H (1.133, -1.887, -4.029)  0.15
H (-0.364, -4.280, -4.428)  0.09
H (0.425, 3.736, -6.425)  0.14
H (1.578, 3.357, -9.770)  0.09
H (-6.972, 2.343, 2.389)  0.14
H (1.491, 4.649, -7.520)  0.14
H (1.587, 3.512, -3.659)  0.08
H (-4.739, -2.994, 4.895)  0.10
H (-0.657, -3.396, -2.911)  0.10
H (8.497, 3.343, 1.070)  0.16
H (3.783, -7.209, 3.261)  0.11
H (-2.510, 2.151, -1.817)  0.09
H (0.555, -2.716, 2.365)  -0.07
H (-5.304, -1.512, 4.066)  0.05
H (2.229, -7.888, 2.555)  0.10
H (-6.086, 3.005, 5.256)  0.16
H (1.479, -1.368, 2.384)  -0.04
H (7.513, 0.431, 1.061)  0.12
H (-1.442, -2.295, -5.657)  0.16
H (0.135, 3.226, -2.684)  0.08
H (3.261, -10.758, 1.353)  0.09
H (10.026, 0.749, 1.616)  0.09
H (-6.906, 0.675, 0.324)  0.13
H (-2.023, 6.163, 4.137)  0.14
H (-7.414, -2.176, 0.703)  0.09
H (-8.281, 4.026, 5.447)  0.09
H (1.089, 1.675, -9.732)  0.08
H (-2.192, 8.976, 3.374)  0.09
H (4.051, 3.069, -2.124)  0.14
H (-1.552, 6.362, 2.433)  0.15
H (-4.113, -2.171, 1.492)  0.12
H (9.268, 1.713, 2.904)  0.09
H (5.945, -0.882, 0.552)  0.05
H (2.121, -5.469, 3.090)  0.05
H (4.019, -1.440, 3.190)  0.08
H (2.908, -6.566, 0.273)  0.10
H (4.840, -0.640, -0.875)  0.08
H (-5.331, 4.902, -1.562)  0.14
H (4.118, -8.756, 0.612)  0.10
H (4.147, -0.833, 0.816)  0.05
H (4.741, -10.846, 2.410)  0.09
H (5.108, -2.866, -1.330)  0.10
H (1.106, 1.607, -7.304)  0.16
H (-7.815, -2.500, -1.000)  0.09
H (1.940, 3.611, -1.111)  0.16
H (-3.387, 3.988, -0.496)  0.13
H (-3.736, 9.378, 2.601)  0.09
H (-2.013, -3.883, -3.910)  0.08
H (0.958, 1.867, -3.420)  0.07
H (-2.455, 8.662, 1.642)  0.10
H (0.945, -2.056, -5.790)  0.14
H (3.458, 1.528, -2.787)  0.15
H (-5.275, -1.026, -0.141)  0.15
H (-4.439, -3.665, 2.406)  0.14
H (3.728, -2.984, 4.099)  0.08
H (-4.105, 7.325, 3.845)  0.16
H (5.529, -3.424, 0.355)  0.09
H (1.239, -5.376, 1.412)  0.05
H (-6.364, -3.191, -0.301)  0.09
H (-5.403, 2.965, 2.953)  0.12

Cartesian forces (eV/Å) of the 2 atoms listed first:
-1.12 -0.30 -0.18
-0.13 -1.96 1.27


No. 3
Density functional theory data (ωB97M-V/def2-TZVPD) for 13 unconnected molecules or ions with the total composition C61H71N11O6S2.

Values from the calculation:
frontier orbital gap	9.59	eV
electronic energy	-114749.4302	eV
relative energy (zero: lowest compared OMol25 entry of this formula, charge and spin)	1.444	eV

Each line ends with the Löwdin charge.
Geometry (Å):
S (15.537, 18.210, 16.581)  0.56
S (15.748, 12.003, 18.378)  0.57
O (17.005, 12.560, 18.116)  -0.25
O (15.215, 12.826, 19.674)  -0.28
O (16.366, 17.052, 16.665)  -0.28
O (15.740, 18.948, 15.219)  -0.27
O (15.611, 10.595, 18.628)  -0.28
O (14.156, 18.114, 16.914)  -0.30
N (12.276, 19.845, 11.156)  0.06
N (8.004, 12.555, 11.396)  0.07
N (8.795, 15.958, 9.217)  0.05
N (7.896, 18.008, 13.980)  0.06
N (13.262, 16.018, 13.429)  0.07
N (17.187, 16.076, 22.073)  0.06
N (12.541, 11.558, 14.507)  0.08
N (16.103, 12.803, 14.314)  0.04
N (11.069, 13.642, 18.113)  0.05
N (18.237, 17.510, 9.872)  0.06
N (11.619, 12.310, 10.763)  0.07
C (18.457, 12.463, 14.799)  -0.05
C (18.389, 15.089, 20.233)  -0.05
C (18.291, 15.482, 21.537)  -0.15
C (13.824, 12.885, 9.920)  -0.04
C (8.393, 20.492, 15.100)  -0.08
C (12.262, 9.174, 15.894)  -0.09
C (6.772, 16.444, 11.042)  -0.08
C (10.807, 13.860, 19.428)  -0.13
C (15.994, 19.634, 17.605)  -0.10
C (8.605, 11.681, 12.215)  -0.17
C (15.960, 17.253, 10.160)  -0.09
C (11.996, 15.932, 19.275)  -0.05
C (11.202, 17.706, 11.043)  -0.07
C (16.304, 16.364, 19.835)  -0.06
C (18.526, 13.701, 15.424)  -0.06
C (11.622, 17.558, 9.724)  -0.09
C (11.357, 14.636, 13.682)  -0.08
C (14.272, 13.289, 21.765)  -0.05
C (7.782, 15.540, 11.282)  -0.12
C (11.876, 13.578, 8.742)  -0.10
C (12.291, 15.626, 17.907)  -0.03
C (12.317, 18.570, 9.130)  -0.11
C (11.172, 10.024, 15.771)  -0.08
C (15.973, 18.223, 13.983)  -0.21
C (11.307, 15.014, 20.058)  -0.09
C (6.036, 12.019, 12.614)  -0.06
C (12.589, 19.729, 9.858)  -0.16
C (6.764, 17.066, 9.761)  -0.04
C (6.667, 11.109, 13.416)  -0.08
C (8.009, 10.865, 13.108)  -0.08
C (12.660, 16.899, 14.263)  -0.16
C (11.438, 16.722, 14.891)  -0.08
C (16.205, 19.249, 12.892)  -0.03
C (7.950, 19.433, 15.866)  -0.07
C (17.356, 15.545, 19.357)  -0.04
C (11.843, 14.422, 17.422)  -0.21
C (13.444, 9.509, 15.289)  -0.06
C (18.453, 16.680, 10.896)  -0.13
C (17.177, 12.040, 14.344)  -0.16
C (14.507, 12.453, 17.209)  -0.12
C (12.944, 12.285, 10.870)  -0.16
C (7.762, 18.201, 15.240)  -0.20
C (17.433, 16.063, 11.591)  -0.06
C (16.148, 16.374, 11.197)  -0.08
C (17.025, 17.776, 9.488)  -0.17
C (11.519, 18.882, 11.675)  -0.18
C (8.323, 19.011, 13.208)  -0.14
C (8.900, 15.386, 10.437)  -0.14
C (8.572, 20.253, 13.752)  -0.08
C (11.106, 12.871, 9.644)  -0.15
C (11.369, 11.231, 15.124)  -0.14
C (14.226, 12.335, 20.618)  -0.24
C (17.372, 14.545, 15.384)  -0.07
C (12.625, 14.884, 13.164)  -0.13
C (10.762, 15.556, 14.532)  -0.08
C (13.540, 10.743, 14.581)  -0.20
C (13.240, 13.605, 8.859)  -0.09
C (16.201, 14.084, 14.788)  -0.13
C (7.810, 16.743, 8.877)  -0.16
C (6.711, 12.714, 11.541)  -0.14
C (16.233, 16.475, 21.214)  -0.18
H (12.326, 16.882, 19.713)  0.11
H (16.804, 17.548, 14.199)  0.11
H (14.499, 11.089, 14.180)  0.08
H (7.845, 17.297, 7.988)  0.09
H (14.551, 11.843, 16.312)  0.02
H (13.281, 12.238, 20.159)  0.09
H (15.263, 16.081, 11.787)  0.10
H (13.209, 17.909, 14.504)  0.13
H (13.574, 14.074, 21.659)  0.04
H (16.936, 11.098, 13.910)  0.09
H (13.885, 14.146, 8.109)  0.13
H (8.484, 18.855, 12.133)  0.11
H (17.432, 15.527, 15.759)  0.05
H (7.537, 17.330, 15.891)  0.12
H (14.875, 12.700, 9.856)  0.09
H (7.795, 15.034, 12.290)  0.11
H (11.419, 14.034, 7.845)  0.12
H (16.925, 18.553, 8.771)  0.10
H (10.585, 16.994, 11.613)  0.10
H (15.566, 16.714, 19.182)  0.06
H (15.236, 19.736, 12.590)  0.10
H (14.529, 13.479, 16.839)  0.06
H (10.530, 11.909, 15.012)  0.09
H (17.089, 19.841, 17.705)  0.09
H (7.957, 19.472, 16.949)  0.10
H (17.432, 15.395, 18.303)  0.07
H (12.200, 8.181, 16.394)  0.12
H (8.908, 21.030, 13.079)  0.11
H (10.018, 12.806, 9.681)  0.09
H (19.378, 11.890, 14.529)  0.12
H (12.598, 18.574, 8.056)  0.11
H (19.031, 15.146, 22.178)  0.08
H (8.460, 21.474, 15.614)  0.12
H (17.683, 15.537, 12.469)  0.08
H (19.453, 14.073, 15.802)  0.10
H (10.822, 13.757, 13.329)  0.09
H (10.125, 13.089, 19.786)  0.10
H (9.687, 15.347, 14.645)  0.11
H (14.976, 17.612, 10.084)  0.08
H (8.635, 10.169, 13.693)  0.11
H (6.131, 13.340, 10.878)  0.11
H (15.081, 17.644, 13.764)  0.07
H (19.183, 14.521, 19.786)  0.10
H (16.855, 20.047, 13.065)  0.06
H (14.594, 11.325, 20.849)  0.12
H (13.052, 14.239, 12.469)  0.06
H (11.264, 16.666, 9.127)  0.11
H (15.324, 16.908, 21.658)  0.11
H (15.471, 19.347, 18.532)  0.06
H (6.152, 10.560, 14.223)  0.12
H (9.676, 11.590, 12.098)  0.08
H (6.004, 16.567, 11.784)  0.10
H (13.185, 20.532, 9.331)  0.12
H (15.293, 14.706, 14.617)  0.10
H (14.328, 8.823, 15.244)  0.12
H (9.643, 14.574, 10.576)  0.08
H (11.033, 17.524, 15.457)  0.10
H (11.253, 18.996, 12.703)  0.08
H (13.363, 11.708, 11.636)  0.07
H (15.268, 13.712, 21.816)  0.08
H (12.752, 16.420, 17.305)  0.07
H (16.439, 18.811, 11.966)  0.03
H (5.911, 17.609, 9.511)  0.07
H (19.462, 16.490, 11.136)  0.09
H (11.130, 15.127, 21.138)  0.11
H (13.505, 12.301, 17.707)  0.08
H (15.528, 20.481, 17.091)  0.07
H (12.025, 14.136, 16.421)  0.08
H (4.973, 12.112, 12.778)  0.09
H (10.203, 9.808, 16.283)  0.12
H (13.952, 12.740, 22.666)  0.09

Cartesian forces (eV/Å) of the 2 atoms listed first:
0.64 2.40 0.87
-2.70 -0.36 1.65


Question: Among the records above, which one has the lowest electronic energy?
Answer: C46H76F3GaNO29


Question: Which of these has the highest electronic energy?
Answer: C27H30IN6O3Ru


Question: Which value of electronic energy does entry 1 give?
Answer: -54246.2042 eV


Question: Among the records above, which one has the highest electronic energy?
Answer: C27H30IN6O3Ru